Entry 1:
{
  "formula": "C27H42BF4IrN6O2SSi",
  "method": "wB97M-V/def2-TZVPD",
  "s_squared": 8.7792,
  "gap_ev": [8.06, 4.79],
  "e_above_lowest_ev": 1.003,
  "total_charge": 1,
  "multiplicity": 6,
  "e_homo_ev": [-10.73, -10.75],
  "symbols": ["Ir", "N", "C", "C", "C", "C", "C", "C", "S", "O", "O", "N", "C", "N", "C", "C", "C", "N", "H", "H", "H", "H", "H", "H", "H", "H", "H", "N", "C", "C", "C", "C", "C", "N", "H", "H", "H", "H", "H", "H", "F", "B", "F", "F", "F", "C", "C", "C", "C", "Si", "C", "C", "C", "C", "C", "C", "C", "C", "H", "H", "H", "H", "H", "H", "H", "H", "H", "H", "H", "H", "H", "H", "H", "H", "H", "H", "H", "H", "H", "H", "H", "H", "H", "H", "H"],
  "xyz": [[0.189303, 0.195478, 0.120188], [7.104102, -4.665073, -0.944271], [5.850422, -4.243145, -0.984610], [4.947155, -4.775528, -1.958847], [3.670016, -4.336618, -1.991624], [3.246539, -3.340689, -1.067126], [4.120781, -2.821154, -0.082912], [5.404211, -3.256949, -0.043174], [1.526521, -2.911803, -0.940871], [0.853607, -3.557213, -2.026873], [1.207817, -3.275078, 0.401473], [1.520079, -1.264430, -1.094640], [2.121399, -0.859230, -2.276058], [1.848489, 0.354574, -2.735754], [2.399439, 0.714797, -3.888413], [3.235927, -0.106356, -4.626581], [3.545111, -1.310384, -4.029607], [3.020949, -1.665747, -2.865002], [7.429464, -5.381942, -1.573788], [7.740599, -4.334671, -0.235445], [5.291893, -5.532292, -2.654026], [2.951976, -4.724317, -2.705093], [3.744587, -2.101171, 0.636981], [6.089049, -2.890071, 0.712646], [2.166925, 1.721251, -4.229999], [3.644890, 0.188256, -5.581408], [4.255123, -2.003128, -4.474944], [1.757892, -1.272369, 2.552405], [0.515857, -1.838272, 2.413302], [0.164881, -2.907635, 3.246502], [-1.037087, -3.537284, 3.078334], [-1.906827, -3.111528, 2.071524], [-1.515899, -2.061586, 1.301785], [-0.337751, -1.415778, 1.460083], [2.119947, -1.342864, 3.488005], [1.861891, -0.342116, 2.189893], [0.864421, -3.218013, 4.012616], [-1.307646, -4.364790, 3.722498], [-2.866122, -3.580649, 1.909311], [-2.158781, -1.679219, 0.519814], [-1.552663, -0.135382, 3.832680], [-0.505851, 0.762840, 4.047969], [0.538782, 0.187211, 4.770224], [-0.957155, 1.926806, 4.659027], [0.044191, 1.139122, 2.674980], [1.134188, 3.525025, -2.067970], [0.473974, 3.768664, -0.704985], [-0.062674, 5.204501, -0.736356], [1.560032, 3.621591, 0.371027], [-0.810828, 2.330508, -0.474026], [-2.262563, 3.294760, 1.310443], [-1.328554, 3.966373, 2.265341], [-2.864402, 1.992832, 1.764074], [-3.194028, 4.256482, 0.634170], [-2.092131, 2.150816, -1.894834], [-3.356138, 1.403472, -1.452737], [-2.451580, 3.450616, -2.619389], [-1.362112, 1.236982, -2.891500], [2.027957, 4.159288, -2.132089], [0.478462, 3.797654, -2.899411], [1.447513, 2.494993, -2.185891], [0.738874, 5.862336, -1.093559], [-0.359556, 5.577446, 0.236107], [-0.901036, 5.320325, -1.425046], [2.351564, 4.357977, 0.184575], [2.022094, 2.629473, 0.334425], [1.188477, 3.779175, 1.381308], [-0.501698, 3.344916, 2.575862], [-1.908713, 4.151359, 3.179752], [-0.978841, 4.925548, 1.907483], [-2.144991, 1.172696, 1.824462], [-3.712869, 1.693220, 1.153739], [-3.203969, 2.130932, 2.799556], [-2.677657, 5.099220, 0.178697], [-3.836415, 4.666304, 1.428749], [-3.853442, 3.788005, -0.088367], [-4.081912, 2.048875, -0.962364], [-3.128572, 0.568509, -0.781637], [-3.848193, 0.983262, -2.337594], [-2.969376, 4.167325, -1.986806], [-3.119006, 3.214188, -3.456698], [-1.572421, 3.942509, -3.039023], [-1.186008, 0.237325, -2.481978], [-0.400557, 1.641309, -3.199412], [-1.987462, 1.129888, -3.785682]],
  "forces_ev_per_a": [[0.12, -0.31, 0.33], [0.24, -0.14, 0.06], [-0.30, 0.18, 0.04], [0.25, -0.02, 0.10], [-0.32, 0.15, 0.23], [0.21, -0.05, -0.16], [-0.17, -0.03, -0.15], [0.13, -0.17, -0.09], [-0.02, 0.54, -0.29], [0.01, 0.09, -0.06], [-0.05, -0.22, -0.05], [-0.05, -0.51, -0.19], [0.40, 0.00, 0.11], [-0.24, 0.26, 0.01], [-0.04, 0.15, 0.03], [-0.03, 0.06, 0.00], [0.02, -0.10, 0.14], [-0.19, -0.19, 0.16], [0.05, 0.02, 0.02], [0.03, -0.02, -0.06], [0.05, 0.03, 0.05], [0.01, 0.10, 0.07], [-0.03, -0.07, -0.05], [0.04, -0.03, -0.07], [-0.02, -0.08, 0.00], [0.01, 0.02, 0.05], [-0.08, 0.02, 0.03], [-0.10, -0.27, -0.38], [-0.33, 0.08, 0.08], [-0.04, -0.05, 0.11], [0.10, -0.06, 0.10], [-0.07, -0.13, 0.10], [0.06, 0.34, -0.15], [0.23, 0.20, 0.13], [-0.01, 0.09, 0.18], [-0.13, 0.36, 0.06], [-0.06, 0.02, -0.02], [0.00, 0.04, -0.01], [0.03, 0.01, -0.01], [0.03, 0.05, -0.05], [0.28, 0.18, -0.10], [0.09, 0.18, -0.03], [-0.14, 0.03, -0.35], [0.11, -0.16, -0.41], [-0.12, -0.12, 0.57], [0.05, 0.06, -0.18], [-0.24, 0.00, 0.23], [0.07, 0.02, -0.10], [0.07, 0.08, -0.08], [0.11, 0.20, -0.24], [-0.16, 0.03, 0.06], [-0.04, -0.18, 0.05], [0.10, -0.01, -0.06], [-0.02, -0.11, 0.04], [-0.04, 0.08, 0.26], [-0.05, -0.11, -0.18], [-0.09, -0.07, -0.14], [0.08, -0.08, -0.12], [-0.09, -0.03, 0.00], [0.08, -0.04, 0.07], [0.09, -0.17, -0.03], [-0.04, -0.04, 0.04], [-0.05, 0.01, 0.10], [0.05, 0.00, 0.04], [-0.06, -0.05, 0.02], [-0.01, 0.01, 0.00], [-0.01, -0.01, -0.01], [0.14, -0.21, 0.11], [0.00, -0.03, 0.01], [0.03, 0.10, -0.04], [-0.02, 0.05, 0.06], [0.03, 0.04, 0.05], [0.02, 0.00, 0.00], [0.01, 0.01, 0.01], [0.05, 0.00, -0.03], [-0.02, 0.01, 0.00], [0.02, -0.03, 0.01], [0.00, 0.05, -0.07], [0.02, 0.05, 0.04], [0.00, 0.01, 0.01], [0.03, 0.02, 0.04], [-0.08, -0.05, 0.01], [-0.01, 0.01, -0.03], [0.03, -0.04, -0.07], [0.02, -0.02, 0.06]]
}

---

Entry 2:
{
  "formula": "C27H42BIN4O4S",
  "method": "wB97M-V/def2-TZVPD",
  "s_squared": 2.0082,
  "gap_ev": [7.48, 8.03],
  "total_charge": 0,
  "multiplicity": 3,
  "e_homo_ev": [-8.11, -8.66],
  "symbols": ["C", "C", "C", "C", "C", "N", "S", "N", "C", "C", "I", "C", "C", "B", "O", "O", "H", "H", "H", "H", "H", "H", "C", "C", "C", "C", "C", "C", "N", "O", "C", "C", "C", "H", "H", "H", "H", "H", "H", "H", "H", "H", "H", "H", "H", "H", "H", "H", "H", "H", "H", "C", "C", "C", "C", "C", "C", "N", "O", "C", "C", "C", "H", "H", "H", "H", "H", "H", "H", "H", "H", "H", "H", "H", "H", "H", "H", "H", "H", "H"],
  "xyz": [[4.326631, -2.040697, -5.612074], [3.440514, -2.465703, -4.924647], [2.404774, -2.760792, -3.990582], [1.206186, -2.235327, -4.255499], [0.135417, -2.470757, -3.389751], [-1.125778, -2.045377, -3.489171], [-1.880748, -2.667515, -2.217612], [-0.695490, -3.452472, -1.488998], [0.384978, -3.259732, -2.252210], [1.658340, -3.797307, -2.003858], [1.823183, -4.933776, -0.256533], [2.679072, -3.572566, -2.840021], [4.067193, -4.124209, -2.669055], [4.901093, -3.460477, -1.480338], [5.366062, -2.156930, -1.522518], [5.208607, -4.217691, -0.351293], [5.009464, -1.771359, -6.375927], [1.065337, -1.652533, -5.150615], [4.602809, -3.949314, -3.600587], [3.994532, -5.193407, -2.477021], [6.254306, -2.161443, -1.902857], [5.768751, -4.951289, -0.642311], [1.645148, 2.668856, 1.402809], [2.084566, 1.757413, 2.579558], [3.574822, 1.429335, 2.459919], [3.895141, 0.433032, 1.347241], [3.040893, -0.824791, 1.487003], [1.542699, -0.526650, 1.575887], [1.259072, 0.511602, 2.614967], [1.317442, -0.019134, 3.794982], [1.029130, -0.079949, 0.193323], [0.792600, -1.816668, 1.883244], [1.862974, 2.576646, 3.847246], [1.580727, 3.710436, 1.717471], [2.338651, 2.637366, 0.561860], [0.655280, 2.404568, 1.036431], [3.931701, 1.016039, 3.408809], [4.132570, 2.355270, 2.299882], [3.744911, 0.890543, 0.365350], [4.951317, 0.160961, 1.395192], [3.223245, -1.491511, 0.640654], [3.358823, -1.369770, 2.381737], [-0.013924, 0.230015, 0.241338], [1.084081, -0.916565, -0.505762], [1.607618, 0.728930, -0.249631], [1.154101, -2.309175, 2.784923], [0.944895, -2.489794, 1.045248], [-0.279771, -1.643727, 1.994904], [0.804946, 2.808926, 3.984393], [2.409802, 3.516027, 3.767644], [2.219667, 2.066019, 4.739901], [-5.261823, 1.862567, 2.033715], [-3.837244, 1.582570, 1.486368], [-3.128141, 2.899490, 1.158359], [-3.661740, 3.585634, -0.099588], [-3.658825, 2.623208, -1.286926], [-4.386637, 1.311518, -0.991129], [-3.906080, 0.698507, 0.283963], [-2.762881, 0.122791, 0.089206], [-5.903599, 1.570815, -0.932436], [-4.189765, 0.339592, -2.147984], [-3.089771, 0.886259, 2.620398], [-5.285913, 1.781781, 3.119456], [-5.621986, 2.861478, 1.785552], [-5.985200, 1.137884, 1.663461], [-2.057229, 2.711197, 1.024323], [-3.215655, 3.574270, 2.012752], [-4.668650, 3.974856, 0.074087], [-3.039196, 4.451532, -0.333190], [-4.118469, 3.101389, -2.154392], [-2.621919, 2.409802, -1.566135], [-6.438303, 0.671978, -0.621712], [-6.269237, 1.842192, -1.922838], [-6.185184, 2.383585, -0.267106], [-3.139712, 0.158366, -2.371584], [-4.645242, 0.737364, -3.054416], [-4.664599, -0.618748, -1.927508], [-3.550884, -0.072398, 2.864607], [-3.121729, 1.514372, 3.510241], [-2.043238, 0.709177, 2.387798]],
  "forces_ev_per_a": [[-0.17, -0.33, -0.47], [0.49, 0.44, 0.22], [1.06, -0.34, -0.18], [-1.14, 0.87, -0.96], [0.06, 0.08, 0.09], [-0.33, -0.16, 0.13], [-0.21, 0.25, 0.10], [-0.31, 0.15, -0.18], [-0.56, -0.28, 0.50], [-0.23, -0.66, 1.38], [0.13, -0.18, -0.19], [0.95, 0.12, -0.50], [0.01, 0.10, 0.28], [-0.05, -0.18, 0.52], [-0.16, -0.22, -0.41], [0.77, 0.29, -0.70], [0.25, 0.13, 0.03], [-0.07, 0.13, -0.08], [0.11, -0.15, -0.04], [0.01, -0.14, -0.06], [-0.10, 0.39, 0.19], [-0.48, -0.32, 0.41], [-0.10, -0.05, -0.15], [-0.24, 1.38, -0.68], [0.28, -0.44, -0.03], [-0.09, 0.01, 0.01], [0.37, 0.20, 0.26], [-0.59, -0.23, -1.35], [1.60, -0.83, 1.06], [-0.63, 0.16, -0.09], [0.07, 0.27, -0.09], [-0.09, 0.07, 0.47], [-0.13, -0.27, 0.42], [0.13, -0.03, 0.11], [-0.05, -0.09, -0.02], [-0.03, -0.07, 0.01], [-0.14, -0.03, 0.04], [-0.11, 0.08, 0.02], [-0.03, -0.01, 0.01], [0.00, 0.01, -0.03], [-0.12, -0.02, -0.02], [-0.12, 0.04, 0.06], [-0.11, 0.01, 0.06], [0.05, -0.09, 0.09], [-0.01, 0.00, 0.05], [0.02, 0.10, 0.01], [-0.06, -0.04, -0.03], [0.02, 0.07, -0.03], [0.00, -0.02, -0.02], [0.02, 0.00, -0.14], [-0.09, -0.10, -0.05], [-0.19, -0.02, -0.13], [-1.01, 0.28, 1.21], [0.21, 0.18, -0.45], [-0.01, -0.10, 0.03], [0.39, 0.24, 0.30], [-1.44, 0.12, -0.64], [1.92, 0.77, -0.53], [-0.35, -0.51, 0.12], [-0.11, 0.09, 0.18], [0.37, -0.36, 0.01], [0.33, -0.34, -0.19], [0.17, 0.05, 0.01], [-0.02, -0.04, -0.08], [0.04, -0.01, -0.02], [-0.04, -0.14, -0.01], [-0.05, -0.10, 0.08], [-0.01, -0.03, 0.00], [-0.01, 0.01, 0.02], [-0.08, -0.10, -0.03], [-0.01, -0.13, 0.06], [0.03, -0.01, 0.02], [0.12, -0.02, -0.06], [0.03, -0.05, 0.03], [0.02, 0.00, 0.14], [-0.09, 0.13, 0.08], [0.02, 0.00, 0.01], [-0.02, 0.01, -0.03], [-0.10, 0.08, -0.04], [0.05, -0.06, -0.11]]
}

---

Entry 3:
{
  "formula": "C27H42Cl5O3PSiSr",
  "method": "wB97M-V/def2-TZVPD",
  "gap_ev": 8.33,
  "e_above_lowest_ev": 0.000,
  "total_charge": 0,
  "multiplicity": 1,
  "e_homo_ev": -8.18,
  "symbols": ["Sr", "Cl", "C", "C", "Cl", "C", "Cl", "C", "O", "C", "Cl", "C", "Cl", "C", "Si", "C", "C", "O", "H", "H", "H", "H", "H", "H", "H", "H", "H", "O", "P", "C", "C", "C", "C", "C", "C", "C", "C", "C", "C", "C", "C", "C", "C", "C", "C", "C", "C", "H", "H", "H", "H", "H", "H", "H", "H", "H", "H", "H", "H", "H", "H", "H", "H", "H", "H", "H", "H", "H", "H", "H", "H", "H", "H", "H", "H", "H", "H", "H", "H", "H"],
  "xyz": [[0.457282, -1.493098, 0.550259], [2.573302, 3.814113, 5.194372], [2.595377, 2.432150, 4.162897], [2.029651, 2.487136, 2.895902], [1.311617, 3.950392, 2.333220], [2.012036, 1.351335, 2.093404], [1.297286, 1.407286, 0.507458], [2.549887, 0.104328, 2.496845], [2.459944, -0.954917, 1.780128], [3.173770, 0.114260, 3.773676], [3.913274, -1.358855, 4.277389], [3.177316, 1.232675, 4.588440], [3.888221, 1.148004, 6.153522], [-0.200724, -3.968806, -3.918511], [-0.436086, -3.600883, -2.099621], [-2.279860, -3.711233, -1.720390], [0.374727, -5.005493, -1.122302], [0.152507, -2.187015, -1.633088], [-0.632652, -4.941228, -4.174259], [0.859343, -3.986281, -4.184240], [-0.688869, -3.208934, -4.534380], [-2.718104, -4.663733, -2.032327], [-2.816894, -2.908286, -2.234329], [-2.465596, -3.597576, -0.646190], [-0.049376, -5.980277, -1.379735], [0.239766, -4.879179, -0.040778], [1.449343, -5.047049, -1.322700], [-1.482563, -1.010887, 1.926619], [-1.878038, -0.249488, 3.179331], [-3.553961, -0.770983, 3.666415], [-4.353674, -1.225889, 2.430650], [-5.739666, -1.681325, 2.883456], [-6.552580, -0.523682, 3.501108], [-5.665519, 0.666013, 3.875970], [-4.362819, 0.226955, 4.544672], [-1.701004, 1.525956, 2.842459], [-2.658716, 2.012227, 1.743262], [-2.380262, 3.485708, 1.453257], [-2.641337, 4.371613, 2.691915], [-2.735397, 3.554628, 3.984107], [-1.633398, 2.498063, 4.051063], [-0.707453, -0.573805, 4.552126], [0.007003, -1.928608, 4.350443], [0.702209, -2.344341, 5.644744], [-0.317356, -2.654487, 6.751932], [-1.608377, -1.848368, 6.566968], [-1.310623, -0.469464, 5.979093], [-3.360267, -1.675997, 4.251444], [-3.824492, -2.034877, 1.931466], [-4.440487, -0.417972, 1.699841], [-5.607940, -2.478316, 3.621332], [-6.281274, -2.123240, 2.046601], [-7.081217, -0.878467, 4.388657], [-7.318029, -0.184939, 2.800903], [-6.204207, 1.340921, 4.543557], [-5.437130, 1.244913, 2.978321], [-4.602570, -0.251317, 5.498053], [-3.777458, 1.112482, 4.789221], [-0.701470, 1.498124, 2.388632], [-3.698249, 1.891884, 2.055956], [-2.522827, 1.409249, 0.844241], [-2.985486, 3.820837, 0.610222], [-1.335561, 3.576982, 1.144948], [-3.565725, 4.938203, 2.565151], [-1.836984, 5.103719, 2.789798], [-3.715490, 3.072026, 4.041296], [-2.666775, 4.215937, 4.849333], [-1.671713, 1.970887, 5.006120], [-0.666341, 3.008337, 4.031512], [0.046054, 0.215302, 4.438627], [0.751991, -1.840028, 3.557537], [-0.706611, -2.703371, 4.049902], [1.362119, -1.530151, 5.957348], [1.347224, -3.204257, 5.465040], [0.124989, -2.423944, 7.723260], [-0.554726, -3.720299, 6.761426], [-2.133022, -1.744311, 7.517673], [-2.285792, -2.388645, 5.899971], [-0.590282, 0.039554, 6.624827], [-2.211900, 0.139675, 5.994139]],
  "forces_ev_per_a": [[-0.03, -0.23, -0.53], [-0.01, -0.01, -0.02], [0.00, 0.02, 0.06], [-0.08, -0.13, -0.05], [0.08, 0.04, -0.05], [0.03, 0.04, 0.10], [-0.04, 0.18, -0.10], [-0.03, -0.11, -0.05], [-0.11, 0.19, 0.06], [0.01, -0.13, 0.02], [-0.04, 0.01, 0.00], [-0.03, 0.01, -0.02], [0.01, 0.00, 0.02], [0.01, -0.02, -0.06], [-0.12, -0.16, -0.04], [-0.07, 0.02, -0.04], [0.04, -0.02, -0.06], [0.13, 0.24, 0.62], [0.03, 0.04, -0.03], [-0.03, 0.00, 0.00], [0.02, -0.02, 0.01], [0.01, 0.02, 0.01], [-0.01, -0.03, 0.03], [-0.01, 0.00, -0.02], [0.01, 0.02, 0.02], [0.00, -0.02, 0.01], [-0.02, -0.01, 0.04], [0.26, 0.03, 0.07], [0.10, 0.10, 0.11], [-0.04, 0.07, -0.07], [-0.09, -0.01, 0.07], [0.03, 0.05, 0.01], [0.02, 0.00, 0.00], [0.02, -0.06, -0.01], [-0.02, -0.06, -0.03], [-0.06, -0.02, -0.05], [0.07, 0.09, 0.06], [0.00, -0.01, 0.03], [-0.01, -0.03, 0.00], [0.03, -0.03, -0.06], [-0.04, 0.03, 0.02], [-0.04, -0.08, -0.04], [0.01, 0.02, 0.11], [-0.04, 0.03, 0.01], [0.01, 0.02, 0.00], [0.05, 0.03, -0.04], [0.00, -0.10, -0.03], [-0.04, -0.02, 0.02], [0.02, -0.01, -0.01], [0.02, 0.02, 0.00], [-0.01, -0.01, -0.01], [0.01, 0.00, 0.00], [0.00, 0.01, 0.00], [-0.01, -0.01, 0.01], [0.00, 0.01, 0.00], [0.00, 0.01, 0.00], [0.02, -0.01, 0.00], [0.03, -0.01, 0.02], [-0.01, 0.04, -0.01], [-0.01, -0.04, 0.00], [0.00, -0.02, -0.01], [0.00, 0.01, -0.01], [-0.02, -0.01, -0.02], [0.01, 0.02, -0.02], [0.00, 0.01, 0.01], [0.00, 0.03, 0.01], [0.00, -0.01, 0.01], [-0.01, 0.02, -0.03], [-0.05, -0.04, 0.03], [0.03, 0.00, 0.00], [-0.01, 0.01, -0.04], [0.01, 0.00, -0.03], [0.01, 0.00, -0.01], [0.02, 0.00, 0.00], [-0.01, -0.02, 0.01], [0.01, 0.00, 0.00], [-0.01, 0.00, 0.00], [-0.02, 0.00, 0.02], [0.00, 0.01, -0.01], [-0.03, 0.04, 0.00]]
}